A structure of composition C47H71BMoN5OP2Te2. Source: the OMol25 dataset; level of theory: ωB97M-V/def2-TZVPD.

```
130
Properties=species:S:1:pos:R:3:forces:R:3
Te -1.610427 0.571649 -1.058279 0.30 0.10 -0.15
Te -3.415105 -1.489541 1.014571 0.02 -0.28 -0.04
Mo 0.710717 0.813977 0.545206 -0.02 -0.32 -0.44
P 3.225363 0.345633 0.956482 -0.07 0.09 -0.28
P -0.551888 -2.294324 -2.710547 -0.08 0.28 0.06
O -0.702367 3.936696 2.698398 -0.11 -0.01 0.05
N 3.053151 0.873453 -1.537596 -0.21 0.05 0.03
N 0.826490 2.902628 -0.309712 -0.08 0.19 0.13
N 0.018359 -0.637724 2.026626 -0.22 -0.02 0.11
N -0.700050 1.893262 1.631358 0.45 0.03 0.37
N 1.626138 -0.368637 -2.830943 -0.01 -0.20 0.19
C -0.573322 -4.623729 -1.226850 -0.02 0.02 0.01
C 4.158555 0.409883 -5.469787 -0.03 -0.01 0.02
C 0.781146 -1.325594 -3.563291 0.12 0.01 0.02
C 1.357160 3.399084 -1.434210 0.05 -0.02 -0.06
C -8.699176 -4.328609 3.191548 0.01 0.00 -0.01
C -1.302803 -0.949239 3.989268 -0.02 0.03 -0.01
C -5.129947 -2.438489 1.714432 -0.09 0.13 0.14
C 1.367998 4.752001 -1.730594 0.00 -0.04 -0.02
C -0.829967 -0.154965 2.951496 0.05 0.01 0.01
C 0.235897 5.146974 0.320613 0.00 0.03 -0.05
C 0.367100 -1.933376 2.097330 -0.07 -0.04 0.02
C 0.607353 -4.885320 -3.413039 -0.01 -0.05 0.00
C 3.804401 1.406132 -0.424720 0.06 -0.06 0.01
C 4.735302 1.388009 -3.337045 0.01 0.01 -0.03
C 3.457480 0.332458 3.751280 0.01 -0.03 0.00
C -4.741632 -4.432097 0.150673 0.03 -0.03 -0.02
C 4.546362 -1.572817 -0.639257 0.07 -0.01 0.01
C -0.077381 -2.779594 3.086912 0.01 0.03 -0.05
C -0.442430 3.215594 1.748267 -0.04 0.05 -0.16
C 3.591534 1.262766 2.541646 0.01 0.04 0.06
C 5.773909 -0.785654 1.342014 0.02 0.00 0.05
C 0.815127 5.648930 -0.833664 -0.01 0.00 0.04
C 2.432968 2.257247 2.604779 -0.04 -0.09 -0.18
C -7.052271 -2.434559 3.163604 0.02 0.04 -0.01
C -7.451104 -3.674249 2.671595 -0.08 -0.02 0.05
C -2.769613 -3.556328 -3.750520 0.02 -0.10 0.02
C -6.670835 -4.283666 1.703748 0.06 -0.02 -0.03
C 0.293354 -3.915030 -2.277283 -0.12 -0.05 -0.02
C -2.792946 2.230563 -0.442765 -0.01 0.03 -0.04
C 3.580402 0.830655 -2.815352 0.06 0.02 0.02
C 4.375283 -1.137388 0.820338 -0.01 -0.03 0.07
C 2.713428 0.071477 -3.601575 -0.07 -0.08 -0.05
C 0.245523 3.783148 0.531396 -0.01 -0.09 0.02
C -1.282515 1.269321 2.808768 -0.11 0.02 -0.08
C -5.912483 -1.797451 2.704217 -0.03 -0.14 -0.08
C -0.923567 -2.272800 4.065403 0.00 -0.02 0.05
C 5.015695 1.166607 -4.681686 0.01 0.00 0.01
C -1.686501 -2.568176 -4.192379 -0.04 -0.02 0.02
C 1.608125 -3.520139 -1.617310 0.19 0.01 0.09
C 4.907718 2.042212 2.591360 0.01 0.01 0.06
C 2.997806 -0.148464 -4.940998 0.06 0.02 -0.07
C -5.509145 -3.696060 1.211550 -0.06 0.05 0.12
C -1.204319 1.607081 -2.877883 0.01 -0.04 0.02
C -1.045363 -3.055254 -5.497518 -0.02 0.04 -0.01
C -5.554442 -0.458338 3.289051 0.01 0.01 0.01
C 3.827690 -2.330208 1.615418 -0.01 0.01 -0.01
C -2.387014 -1.233275 -4.488313 -0.03 0.00 0.01
B 1.749949 0.183690 -1.469827 0.18 0.00 -0.29
H -0.430884 1.093733 -3.438730 0.05 0.00 0.01
H 5.397771 1.987223 -2.725877 0.02 0.01 0.01
H 1.113079 -4.404797 -4.250740 0.03 0.04 0.00
H 6.164548 0.137493 0.913232 0.00 0.00 -0.03
H 3.605049 -1.706087 -1.157312 -0.18 -0.06 -0.06
H -2.378870 1.265280 2.744387 0.01 0.01 0.04
H 1.813763 5.079594 -2.659044 0.00 0.01 0.00
H 3.468784 0.936421 4.661041 0.02 0.01 0.02
H -6.969115 -5.250854 1.316578 -0.01 -0.02 -0.01
H -0.231314 5.771547 1.068026 0.00 0.02 0.01
H -3.520309 -3.655556 -4.538532 -0.01 0.02 0.00
H 4.391275 0.252818 -6.513741 0.01 0.00 -0.02
H -0.886078 2.616496 -2.628955 0.01 -0.01 -0.01
H -1.976391 -0.514960 4.716112 -0.01 0.00 0.01
H -4.982925 -5.493751 0.180246 -0.01 0.00 -0.01
H -9.558910 -3.667885 3.076345 -0.01 0.01 0.00
H 6.452173 -1.590434 1.050260 0.01 -0.01 0.02
H -8.909563 -5.257389 2.665196 0.00 -0.01 -0.01
H -8.604681 -4.555535 4.254349 0.01 0.00 0.02
H 4.272880 -0.384693 3.821812 0.00 -0.01 0.00
H -3.533001 2.382097 -1.227513 -0.03 0.01 0.05
H 1.485933 -2.671074 -0.942340 -0.03 0.07 0.12
H 5.810643 -0.708162 2.426686 0.00 0.01 0.00
H 1.794186 2.686756 -2.119033 0.01 0.01 0.04
H 2.541279 3.077398 1.894562 -0.03 -0.01 0.00
H 2.358376 -3.249605 -2.359702 0.07 0.06 -0.02
H 4.877791 1.313897 -0.612732 -0.01 0.00 0.03
H 5.151664 -0.869988 -1.211584 0.00 0.03 -0.01
H 3.588934 2.461157 -0.218190 0.01 -0.01 0.00
H 5.072492 -2.530994 -0.636620 0.01 0.01 -0.01
H -6.305689 -0.148534 4.013841 0.00 0.00 0.00
H -5.001519 -4.062231 -0.842678 0.01 0.04 -0.05
H -7.652203 -1.950594 3.926142 -0.02 0.00 0.01
H 4.833966 2.795466 3.380097 0.01 0.00 0.02
H -1.286642 -2.904887 4.864257 -0.01 0.00 0.00
H 0.294230 -0.784410 -4.379959 -0.08 -0.04 -0.01
H 2.342984 -0.732492 -5.572623 0.02 0.02 -0.02
H -2.129605 1.634161 -3.448237 0.01 0.02 -0.02
H -1.748615 -2.891124 -6.318264 -0.02 -0.02 0.00
H 1.014989 -2.284519 1.312208 0.08 -0.03 -0.10
H -0.290039 -5.376154 -3.785373 -0.02 0.00 -0.05
H 1.500661 1.710024 2.393947 -0.08 0.17 0.35
H 3.444150 -2.065430 2.599638 0.01 0.01 0.00
H -0.793648 -3.968304 -0.381475 0.02 0.04 0.03
H -3.666303 -4.311949 0.267498 0.03 -0.01 0.01
H -1.024098 1.848374 3.702208 -0.02 -0.03 -0.01
H -1.525618 -4.960709 -1.632924 -0.04 0.01 -0.03
H 1.452448 -2.041822 -4.052792 -0.01 0.06 0.02
H 2.513177 -0.219599 3.736257 -0.02 0.01 -0.02
H -2.773872 -0.760588 -3.585954 -0.02 -0.01 0.09
H 5.762810 1.413771 2.822765 0.01 -0.01 -0.01
H 1.996638 -4.368334 -1.045638 0.04 0.02 -0.01
H 5.111764 2.571932 1.660026 -0.01 0.02 -0.02
H -1.741666 -0.523746 -5.007130 0.06 0.02 0.03
H -3.269027 -3.214351 -2.841763 -0.03 0.02 0.03
H -2.363952 -4.549909 -3.562161 0.00 -0.01 -0.01
H 2.301946 2.675321 3.604734 0.07 0.03 0.01
H 0.827034 6.711775 -1.031278 -0.01 0.02 -0.01
H -3.287602 1.975569 0.490514 0.00 0.02 0.01
H 5.908855 1.592221 -5.117484 0.02 0.01 -0.01
H -5.483476 0.307208 2.516041 0.00 0.01 -0.02
H -2.184516 3.123608 -0.322177 -0.02 -0.01 -0.02
H -3.238687 -1.430994 -5.143456 0.01 0.02 -0.05
H 3.038858 -2.834515 1.061719 -0.10 -0.02 -0.05
H 1.272481 -5.668509 -3.037777 -0.01 -0.02 0.01
H 4.633320 -3.053953 1.757049 0.00 -0.02 -0.01
H -0.814024 -4.115027 -5.480395 0.03 -0.06 0.03
H -0.043333 -5.505493 -0.855749 0.01 -0.01 0.00
H -4.588317 -0.489764 3.796621 0.02 -0.01 0.00
H -0.133494 -2.511894 -5.748263 0.01 0.03 -0.02
H 0.232355 -3.814466 3.082555 0.00 -0.02 0.01
```
Positions in Å, forces in eV/Å.

Values from the calculation:
Charge: +1
Multiplicity: 3
LUMO energy (spin up / spin down) (eV): -2.63 / -3.80
HOMO-LUMO gap (spin up / spin down) (eV): 7.0 / 5.5
⟨S²⟩: 2.05
Molecular weight (Da): 1146.02